#1
This record from the OMol25 dataset describes an isolated molecule of CH3N3O2S. The level of theory is wB97M-V/def2-TZVPD.

Results
Lowest unoccupied orbital energy   -0.432 eV
HOMO energy   -10.34 eV
Charge   0
Gap between HOMO and LUMO   9.91 eV

XYZ file:
```
10
CH3N3O2S | the OMol25 dataset | wB97M-V/def2-TZVPD
C 1.538 0.476 0.201
N 0.356 0.808 0.200
N -1.249 -1.257 -0.887
N 2.711 0.280 0.026
O -2.074 1.049 -0.607
O -1.639 -0.236 1.482
S -1.552 -0.084 0.074
H -0.113 1.536 -0.274
H -1.235 -2.071 -0.378
H 3.257 -0.501 0.163
```

***

#2
This record from the OMol25 dataset describes an isolated molecule of CH3N3O2S. The level of theory is wB97M-V/def2-TZVPD.

Results
Lowest unoccupied orbital energy   -0.607 eV
HOMO energy   -10.18 eV
Charge   0
Gap between HOMO and LUMO   9.57 eV

XYZ file:
```
10
CH3N3O2S | the OMol25 dataset | wB97M-V/def2-TZVPD
C -1.703 -0.879 0.340
N -2.562 -0.689 1.087
N 0.575 1.531 -0.115
N -0.749 -0.951 -0.539
O 1.182 -0.385 1.429
O 1.964 -0.422 -1.048
S 1.067 -0.053 0.036
H 0.449 1.990 0.701
H 0.163 1.679 -0.976
H -0.386 -1.822 -0.916
```

***

#3
This record from the OMol25 dataset describes an isolated molecule of CH3N3O2S. The level of theory is wB97M-V/def2-TZVPD.

Results
Lowest unoccupied orbital energy (spin up / spin down)   -2.213 / -0.732 eV
HOMO energy (spin up / spin down)   -8.29 / -9.75 eV
Charge   0
Gap between HOMO and LUMO (spin up / spin down)   6.08 / 9.02 eV

XYZ file:
```
10
CH3N3O2S | the OMol25 dataset | wB97M-V/def2-TZVPD
C 0.651 -0.003 -1.078
N -0.723 -0.012 0.718
N 0.308 0.539 1.391
N -0.603 -0.341 -0.587
O 0.049 0.511 2.600
O -1.574 -0.620 -1.252
S 2.010 -0.597 -0.083
H 0.762 -0.278 -2.067
H 0.697 1.072 -0.969
H -1.578 -0.269 1.326
```

***

#4
This record from the OMol25 dataset describes an isolated molecule of CH3N3O2S. The level of theory is wB97M-V/def2-TZVPD.

Results
Lowest unoccupied orbital energy   -0.132 eV
HOMO energy   -8.91 eV
Charge   0
Gap between HOMO and LUMO   8.78 eV

XYZ file:
```
10
CH3N3O2S | the OMol25 dataset | wB97M-V/def2-TZVPD
C -0.785 -0.220 0.683
N 0.564 1.028 -0.561
N -0.204 1.133 0.385
N 0.965 -1.381 -1.124
O -0.608 2.064 0.959
O 1.683 -2.201 -1.603
S 0.286 -1.646 0.417
H -1.106 -0.421 1.736
H -1.565 -0.290 0.006
H 0.769 1.933 -0.898
```

***

Unit: eV. Relative energies: #1 0.768; #2 0.000; #3 4.853; #4 3.585.

***

#1
This record from the OMol25 dataset describes an isolated molecule of C4H4. The level of theory is wB97M-V/def2-TZVPD.

Results
Lowest unoccupied orbital energy   -0.061 eV
HOMO energy   -8.92 eV
Charge   0
Gap between HOMO and LUMO   8.86 eV

XYZ file:
```
8
C4H4 | the OMol25 dataset | wB97M-V/def2-TZVPD
C -0.516 -0.108 0.384
C 0.515 0.127 -0.380
C -1.606 -0.364 1.193
C 1.609 0.363 -1.196
H -1.481 -0.767 2.184
H -2.601 -0.168 0.840
H 2.604 0.166 -0.838
H 1.477 0.751 -2.188
```

***

#2
This record from the OMol25 dataset describes a cluster of 2 separate species, C4H4 in total. The level of theory is wB97M-V/def2-TZVPD.

Results
Lowest unoccupied orbital energy   1.213 eV
HOMO energy   -10.04 eV
Charge   0
Gap between HOMO and LUMO   11.25 eV

XYZ file:
```
8
C4H4 | the OMol25 dataset | wB97M-V/def2-TZVPD
C -0.857 -0.602 -1.262
C -0.009 0.038 -1.848
C 0.209 0.220 2.031
C 0.711 -0.037 0.979
H -1.878 -1.103 -0.885
H 0.838 0.807 -1.989
H -0.114 0.861 2.883
H 1.100 -0.184 0.092
```

***

Unit: eV. Relative energies: #1 0.000; #2 2.443.

***

#1
This record from the OMol25 dataset describes a structure of composition C2H7N4S. The level of theory is wB97M-V/def2-TZVPD.

Results
Lowest unoccupied orbital energy   -5.309 eV
HOMO energy   -14.09 eV
Charge   +1
Gap between HOMO and LUMO   8.78 eV

XYZ file:
```
14
C2H7N4S | the OMol25 dataset | wB97M-V/def2-TZVPD
C -1.771 -0.903 1.091
C 0.397 -0.323 1.749
N -2.093 -0.997 2.311
N -0.452 -0.382 0.787
N 1.465 1.145 -2.045
N -0.155 -0.223 -0.534
S -1.123 -0.660 3.512
H -2.385 -0.827 0.221
H 1.446 -0.152 1.861
H 0.776 1.332 -2.824
H 2.212 1.879 -1.943
H -0.989 -0.304 -1.010
H 1.910 0.297 -2.343
H 0.763 0.119 -0.833
```

***

#2
This record from the OMol25 dataset describes the ion C2H7N4S with charge +1. The level of theory is wB97M-V/def2-TZVPD.

Results
Lowest unoccupied orbital energy   -4.346 eV
HOMO energy   -13.02 eV
Charge   +1
Gap between HOMO and LUMO   8.67 eV

XYZ file:
```
14
C2H7N4S | the OMol25 dataset | wB97M-V/def2-TZVPD
C -0.065 1.008 0.617
C 1.304 -0.449 -0.780
N -1.483 1.100 0.816
N 0.628 -0.204 0.283
N 1.390 0.207 -1.959
N -2.192 0.051 0.637
S 0.714 -1.579 1.477
H 0.277 1.952 1.137
H 1.688 -1.460 -0.879
H 1.721 -0.296 -2.788
H 0.817 1.037 -2.050
H -3.136 0.013 0.948
H -1.930 -0.692 0.045
H 0.267 -0.687 2.496
```

***

Unit: eV. Relative energies: #1 1.198; #2 0.000.

***

#1
This record from the OMol25 dataset describes an isolated molecule of C7H14N2. The level of theory is wB97M-V/def2-TZVPD.

Results
Lowest unoccupied orbital energy   0.851 eV
HOMO energy   -7.69 eV
Charge   0
Gap between HOMO and LUMO   8.54 eV

XYZ file:
```
23
C7H14N2 | the OMol25 dataset | wB97M-V/def2-TZVPD
C -2.218 0.249 0.507
C -0.409 -1.410 1.114
C 2.095 -0.460 -1.239
C 0.177 0.725 -0.114
C -0.747 -0.097 0.439
C 1.600 0.393 -0.106
N -0.115 1.932 -0.714
N -3.006 -0.560 -0.417
C 2.409 0.856 0.861
H 0.615 2.253 -1.344
H -1.036 1.974 -1.138
H -2.586 -0.501 -1.343
H -2.950 -1.538 -0.140
H -2.409 1.304 0.293
H -2.588 0.092 1.528
H 0.663 -1.605 1.195
H -0.810 -1.423 2.133
H -0.848 -2.246 0.560
H 3.172 -0.648 -1.164
H 1.591 -1.433 -1.246
H 1.911 0.031 -2.200
H 2.024 1.484 1.659
H 3.469 0.627 0.875
```

***

#2
This record from the OMol25 dataset describes a cluster of 2 separate species, C7H14N2 in total. The level of theory is wB97M-V/def2-TZVPD.

Results
Lowest unoccupied orbital energy (spin up / spin down)   -0.312 / -0.570 eV
HOMO energy (spin up / spin down)   -7.49 / -7.67 eV
Charge   0
Gap between HOMO and LUMO (spin up / spin down)   7.18 / 7.10 eV

XYZ file:
```
23
C7H14N2 | the OMol25 dataset | wB97M-V/def2-TZVPD
C -1.480 -1.421 -0.230
C -2.158 0.636 -1.485
C -1.554 -0.052 -0.283
C -0.953 0.746 0.707
H -3.123 1.076 -1.220
H -1.167 -1.935 0.669
H -1.862 -2.037 -1.034
H 0.638 -1.329 -0.130
H -1.511 1.442 -1.834
H -2.323 -0.060 -2.308
H -0.699 0.307 1.663
H -1.106 1.817 0.696
C 1.203 0.865 0.113
N 1.094 1.054 -1.243
C 1.521 -0.947 0.439
C 1.595 -1.337 1.764
N 1.782 1.728 0.839
H 0.804 0.271 -1.805
H 1.765 1.684 -1.658
H 1.825 1.447 1.813
H 2.455 -1.028 -0.111
H 0.713 -1.411 2.388
H 2.542 -1.517 2.250
```

***

Unit: eV. Relative energies: #1 0.000; #2 4.041.

***

#1
This record from the OMol25 dataset describes an isolated molecule of C7H14N2. The level of theory is wB97M-V/def2-TZVPD.

Results
Lowest unoccupied orbital energy   1.027 eV
HOMO energy   -7.33 eV
Charge   0
Gap between HOMO and LUMO   8.36 eV

XYZ file:
```
23
C7H14N2 | the OMol25 dataset | wB97M-V/def2-TZVPD
C -1.675 1.107 0.540
C -2.444 1.617 -0.310
C -1.812 -0.347 0.749
C -0.970 -1.242 -0.295
C 0.470 -1.677 -0.034
C 1.799 1.643 0.037
C 2.655 -1.004 -0.623
N 1.107 0.493 0.423
N 1.510 -0.650 0.003
H -2.696 2.650 -0.402
H -2.816 0.982 -1.064
H -1.450 -0.572 1.790
H -2.807 -0.560 0.492
H -1.409 -2.141 -0.014
H -1.164 -1.038 -1.305
H 0.501 -2.251 0.894
H 0.680 -2.464 -0.768
H 0.878 2.269 -0.072
H 2.346 2.118 0.927
H 2.621 1.596 -0.660
H -1.300 1.785 1.207
H 3.369 -0.280 -0.560
H 2.606 -2.034 -0.955
```

***

#2
This record from the OMol25 dataset describes a cluster of 2 separate species, C7H14N2 in total. The level of theory is wB97M-V/def2-TZVPD.

Results
Lowest unoccupied orbital energy   0.888 eV
HOMO energy   -8.68 eV
Charge   0
Gap between HOMO and LUMO   9.57 eV

XYZ file:
```
23
C7H14N2 | the OMol25 dataset | wB97M-V/def2-TZVPD
C -0.379 -0.876 -2.128
C -1.601 0.703 -0.585
C -0.500 0.300 -1.268
C 0.130 1.965 -0.107
N -1.183 1.727 0.237
N 0.619 1.155 -1.010
H -2.576 0.260 -0.412
H -1.893 2.390 0.507
H -1.368 -1.091 -2.519
H 0.065 -1.723 -1.585
H 0.544 2.912 0.188
H 0.282 -0.835 -3.000
C 1.214 -1.494 1.763
C 1.276 -1.967 0.301
C 0.108 -0.544 2.169
H 1.280 -2.371 2.414
H 2.196 -1.056 2.124
H 0.280 -2.339 0.108
H 0.208 0.458 1.677
H 2.002 -2.763 0.273
H 1.661 -1.216 -0.370
H -0.884 -0.937 1.997
H 0.214 -0.129 3.173
```

***

#3
This record from the OMol25 dataset describes a cluster of 2 separate species, C7H14N2 in total. The level of theory is wB97M-V/def2-TZVPD.

Results
Lowest unoccupied orbital energy   0.276 eV
HOMO energy   -8.00 eV
Charge   0
Gap between HOMO and LUMO   8.28 eV

XYZ file:
```
23
C7H14N2 | the OMol25 dataset | wB97M-V/def2-TZVPD
C -0.110 -0.145 0.958
C -0.337 1.013 0.197
C 1.158 -0.162 1.800
C -1.279 -0.814 1.659
C 1.608 -0.004 -2.303
C -1.672 1.524 -0.233
N 0.347 -0.481 -1.724
C 0.334 -1.456 -0.696
N 0.442 -2.621 -0.543
H -0.474 -0.429 -2.329
H 0.498 1.689 0.031
H 2.018 0.192 1.224
H -0.971 -1.805 2.004
H 1.374 -1.184 2.123
H 1.063 0.471 2.686
H -1.619 -0.231 2.520
H -2.128 -0.953 0.987
H 1.510 1.053 -2.561
H 1.871 -0.575 -3.196
H 2.426 -0.078 -1.584
H -1.569 2.202 -1.084
H -2.346 0.716 -0.522
H -2.143 2.080 0.585
```

***

#4
This record from the OMol25 dataset describes an isolated molecule of C7H14N2. The level of theory is wB97M-V/def2-TZVPD.

Results
Lowest unoccupied orbital energy   1.028 eV
HOMO energy   -8.63 eV
Charge   0
Gap between HOMO and LUMO   9.66 eV

XYZ file:
```
23
C7H14N2 | the OMol25 dataset | wB97M-V/def2-TZVPD
C 0.219 0.294 0.875
C 0.748 -0.477 -0.237
C 1.339 -0.662 1.145
C 0.887 1.853 0.515
C -1.413 -1.617 -1.480
C 0.077 2.592 -0.530
C -0.158 -1.831 -0.683
N -1.056 0.236 1.487
N 0.302 -2.991 -0.389
H 1.267 -0.143 -1.125
H -1.200 -0.577 2.079
H -1.407 1.081 1.928
H -0.267 -3.746 -0.795
H 1.121 -1.607 1.636
H 2.333 -0.274 1.342
H 1.945 1.826 0.237
H 0.846 2.362 1.484
H -2.002 -2.540 -1.550
H -1.151 -1.306 -2.496
H -2.037 -0.842 -1.029
H 0.144 2.099 -1.506
H 0.443 3.617 -0.661
H -0.979 2.653 -0.246
```

***

Unit: eV. Relative energies: #1 4.510; #2 0.000; #3 2.430; #4 1.323.